# 1
Density functional theory data (wB97M-V/def2-TZVPD) for 8 unconnected molecules or ions with the total composition C34H50O11.

```
95
Properties=species:S:1:pos:R:3
O -3.7241 -1.0784 0.3748
O -5.7814 4.3259 -2.7734
O 5.8364 -4.6455 -7.0723
O 5.0033 2.6993 6.9101
O 1.8254 3.2944 2.9698
O -4.6181 3.2383 -1.2212
O -2.5864 2.3710 -3.0167
O 1.1462 3.3940 6.9624
O -1.7955 -1.5891 -4.9440
O 0.9375 -5.8315 -6.8599
O -2.0882 0.2837 4.6992
C -1.3116 0.3027 3.7664
C -0.5645 3.0386 8.5786
C -4.1662 1.9490 -1.3091
C -0.0125 3.5638 7.2761
C 5.9446 -3.7266 -9.2633
C 3.8946 2.4182 3.7365
C 6.3849 1.6690 8.5602
C 2.9782 -5.3451 -5.7346
C 5.0687 2.0665 7.9393
C 1.7663 -6.1848 -6.0528
C 3.7974 1.6530 8.6400
C -7.8211 3.2283 -0.4998
C -0.9706 4.3064 6.3843
C -3.4186 0.1671 -2.8863
C 2.8085 3.4561 3.6605
C -3.6742 -0.7478 -1.9529
C 0.2070 -0.3294 -4.7210
C 1.6384 -7.4965 -5.3141
C -9.2486 1.2927 -0.7727
C -3.9103 -0.3382 -0.5599
C -5.7820 3.5074 -1.9261
C -6.9869 2.7475 -1.5124
C -1.7315 -0.1549 2.3909
C -3.3234 1.5847 -2.4879
C 0.1076 0.7839 3.9247
C -4.4117 1.0304 -0.3776
C 5.5637 -6.2300 -8.8259
C -7.2814 1.5423 -2.1538
C -0.5909 -1.5646 -5.0641
C -8.4173 0.8188 -1.7873
C 5.7879 -4.8463 -8.2633
C 0.1804 -2.7611 -5.5604
C 3.0009 4.6892 4.5048
C -8.9435 2.4910 -0.1267
H 0.9282 -0.5575 -3.9346
H 3.6309 1.5743 3.1022
H -2.7646 -0.4752 2.4111
H -1.6183 0.6661 1.6799
H 0.8993 -3.0793 -4.8032
H -7.5901 4.1669 -0.0226
H 2.9645 2.0344 8.0535
H -1.3661 5.1793 6.9079
H -8.6644 -0.1009 -2.2913
H 3.9164 5.2055 4.2105
H -1.1032 -0.9873 2.0700
H -4.9869 1.2807 0.4987
H 0.7508 0.0198 -5.5999
H 0.2827 1.0819 4.9532
H 4.6542 -6.2466 -9.4287
H 6.4050 -6.5191 -9.4572
H 6.8007 -3.9195 -9.9114
H -1.7982 3.6532 6.1043
H 2.9883 -5.0841 -4.6749
H 3.9802 2.0915 4.7729
H 5.4676 -6.9441 -8.0115
H 5.0499 -3.6501 -9.8830
H -3.2588 -0.0919 -3.9187
H 3.7340 0.5652 8.7093
H 3.8916 -5.8923 -5.9667
H 0.8019 -0.0173 3.6641
H 0.2978 1.6361 3.2740
H 7.2039 2.0355 7.9462
H -9.5735 2.8561 0.6683
H -6.6390 1.1637 -2.9338
H -0.4515 4.6308 5.4845
H 3.7611 2.0751 9.6458
H 0.7311 -8.0051 -5.6299
H 6.4491 0.5826 8.6352
H -10.1137 0.7109 -0.5010
H 6.4684 2.0926 9.5620
H 0.7222 -2.5071 -6.4722
H 2.4999 -8.1316 -5.5259
H 2.9570 -4.4335 -6.3262
H 3.0814 4.4013 5.5539
H 4.8517 2.8298 3.4132
H -0.4594 0.4590 -4.3774
H 1.5953 -7.3181 -4.2386
H -0.9459 3.8629 9.1830
H -1.3819 2.3438 8.3799
H -0.5010 -3.5801 -5.7729
H 0.2205 2.5239 9.1283
H 6.0980 -2.7882 -8.7367
H 2.1520 5.3560 4.3732
H -3.7368 -1.7935 -2.2061
```

Summary:
Total charge: 0
DFT total energy: -58589.5514 eV
HOMO level: -9.022 eV
Frontier orbital gap: 7.9 eV

# 2
Density functional theory data (wB97M-V/def2-TZVPD) for a molecular structure, C34H50P2Pr.

```
87
Properties=species:S:1:pos:R:3
Pr 0.8288 0.1615 0.3661
P 1.2608 2.7505 1.0456
P 1.8601 0.1933 -2.2175
C 2.8200 -1.2975 -2.6988
C 2.9604 5.4114 0.2733
C 2.7701 5.9497 -2.2201
C 4.1176 4.7250 0.2624
C 5.1195 3.9827 -2.0016
C -1.4901 -0.5970 -1.0141
C 4.1585 -2.7504 2.9154
C 2.9118 -4.7306 3.6836
C -2.3297 1.7232 1.8141
C -1.9978 -1.2733 2.6188
C -1.8845 0.6438 0.8958
C 1.7262 -5.4332 3.8316
C 4.1824 -1.4912 2.3557
C 2.9440 -3.4752 3.0386
C 0.5297 -3.6560 2.6968
C 1.7169 -2.9035 2.5149
C 0.5246 -4.8889 3.3311
C -2.2223 1.8409 -1.3862
C 1.7876 1.1247 -3.7708
C 3.7445 3.6563 -2.5332
C 2.7692 2.1731 0.0018
C 2.5334 6.4065 -0.7605
C 1.7855 -1.6288 1.8968
C 5.1886 4.9261 -0.7724
C -1.4347 -1.0311 -2.4320
C -1.4605 -2.9631 0.0003
C -1.4947 -1.4852 0.0964
C 3.0932 0.9930 -0.9922
C 2.6644 4.4658 -2.4824
C 1.9911 3.4185 2.5743
C -1.7799 0.7163 -0.5298
C -1.7383 -0.7209 1.2709
C 0.3687 3.8970 -0.0669
C 2.9564 -0.8990 1.9090
H 2.1244 -2.0024 -3.1768
H 2.8753 3.0742 -0.6033
H -2.2592 2.7774 -0.8224
H -1.4314 -0.1682 -3.1055
H 3.2555 -1.7917 -1.8188
H 2.3266 5.4473 1.1590
H -0.5385 -1.6319 -2.6415
H 3.7185 2.7753 -3.1869
H -3.3752 1.5488 2.1241
H 2.7630 1.1507 -4.2785
H 3.6140 -1.0300 -3.4113
H -1.7954 -3.2918 -0.9934
H -2.6020 -0.5672 3.1983
H 6.1531 4.7322 -0.2740
H 5.7108 4.4445 -2.8150
H -0.4415 4.3869 0.4925
H 3.8505 -5.1380 4.0680
H 5.0677 -3.2178 3.2946
H 1.0661 0.6078 -4.4250
H 2.7973 2.7557 2.9079
H -1.5494 1.9692 -2.2428
H 3.8341 1.4136 -1.6865
H 3.6094 2.2135 0.7088
H 5.6473 3.0429 -1.7491
H 3.7409 6.3535 -2.5584
H 4.4036 4.0967 1.1213
H -2.5353 -2.2288 2.5425
H 3.6028 0.1760 -0.4444
H -2.3114 -1.6550 -2.6705
H 5.1137 -0.9299 2.2604
H 2.0159 6.4454 -2.8545
H -0.3986 -3.2284 2.3240
H -0.4470 -3.3602 0.1580
H 2.3941 4.4275 2.5076
H 1.7035 4.1192 -2.8955
H -1.0680 -1.4568 3.1732
H -1.7162 1.7504 2.7288
H -0.4138 -5.4389 3.4458
H 5.2375 5.9771 -1.1129
H -0.0639 3.3861 -0.9406
H 1.2016 3.4182 3.3345
H 1.0457 4.6589 -0.4543
H 3.0042 0.1617 1.6126
H 1.4212 2.1485 -3.6126
H -2.1110 -3.4208 0.7575
H 3.0610 7.3651 -0.5841
H -2.2712 2.7067 1.3340
H 1.7178 -6.4040 4.3299
H 1.4616 6.6359 -0.6253
H -3.2333 1.6419 -1.7812
```

Summary:
Total charge: +1
DFT total energy: -68707.1122 eV
2S+1: 3
HOMO level (alpha / beta): -9.944 / -9.937 eV
ΔE to the lowest compared entry with this formula, charge and spin: 44.5 kcal/mol
Frontier orbital gap (alpha / beta): 7.4 / 7.5 eV